*A*
{"formula": "C4H39NO16", "method": "the ωB97M-V functional and the def2-TZVPD basis", "homo_energy_ev": -9.47, "e_lumo_ev": 0.0900, "homo_lumo_gap_ev": 9.56, "charge": 0, "symbols": ["C", "C", "C", "O", "N", "C", "O", "H", "H", "H", "H", "H", "H", "H", "H", "H", "H", "H", "H", "H", "O", "H", "H", "O", "H", "H", "O", "H", "H", "O", "H", "H", "O", "H", "H", "O", "H", "H", "O", "H", "H", "O", "H", "H", "O", "H", "H", "O", "H", "H", "O", "H", "H", "O", "H", "H", "O", "H", "H", "O"], "xyz": [[-0.811, 1.115, 1.605], [0.157, -0.054, 1.588], [-0.083, -0.911, 2.833], [0.018, -0.649, 0.334], [0.004, 2.354, 1.618], [-0.780, 3.548, 1.870], [-1.858, 3.569, 0.884], [-1.590, 0.983, 2.410], [-1.457, 1.086, 0.708], [1.239, 0.153, 1.725], [0.810, -1.094, 3.387], [-0.728, -1.743, 2.551], [-0.867, -0.417, 3.459], [-0.398, -1.489, 0.072], [0.619, 2.544, 0.859], [-1.370, 3.452, 2.804], [-0.324, 4.512, 1.755], [-1.414, 3.519, 0.003], [3.184, -0.233, 1.557], [3.841, -1.263, 0.653], [3.577, -1.111, 1.577], [2.768, -3.007, 0.005], [3.447, -2.736, -1.336], [3.379, -3.397, -0.631], [-4.013, -0.511, -1.040], [-3.596, -1.580, -0.046], [-4.360, -1.258, -0.538], [-3.406, -3.772, 1.765], [-4.023, -3.775, 0.387], [-3.189, -3.951, 0.841], [3.937, 0.919, -1.639], [3.935, -0.255, -2.537], [3.793, -0.048, -1.593], [2.508, -1.324, -4.578], [1.757, -2.201, -3.518], [2.627, -1.996, -3.893], [-4.649, 2.261, 0.318], [-3.102, 2.477, 0.628], [-3.842, 1.826, 0.610], [2.153, 2.557, 1.071], [3.711, 2.928, 1.309], [3.048, 2.561, 0.721], [-0.540, -3.385, 1.002], [-1.869, -3.488, 0.219], [-0.932, -3.133, 0.161], [2.009, 0.033, -2.722], [0.944, -0.452, -1.697], [1.133, 0.206, -2.374], [2.226, 1.900, -2.234], [2.626, 3.228, -2.026], [2.645, 2.590, -2.783], [-0.073, 2.054, -1.483], [-0.505, 3.331, -2.247], [-0.536, 2.906, -1.386], [-3.387, 0.160, 1.534], [-4.776, -0.323, 1.653], [-3.905, -0.471, 2.040], [-0.072, -3.553, -3.044], [0.184, -2.578, -2.097], [0.178, -2.617, -3.074]], "lowdin_charge": [-0.15, -0.41, -0.01, -0.07, -0.03, -0.20, -0.14, 0.13, 0.11, 0.11, 0.07, 0.07, 0.09, 0.04, 0.06, 0.13, 0.12, 0.05, 0.00, 0.01, -0.05, 0.02, 0.02, -0.05, 0.04, 0.00, -0.06, 0.09, 0.08, -0.02, 0.04, 0.05, -0.06, 0.05, -0.03, -0.07, 0.06, 0.00, -0.08, -0.01, 0.05, -0.04, 0.05, 0.00, -0.08, 0.00, 0.02, -0.05, -0.02, 0.06, -0.08, 0.04, 0.07, -0.03, -0.03, 0.03, -0.09, 0.08, 0.04, -0.04]}


*B*
{"formula": "C4H39NO16", "method": "the ωB97M-V functional and the def2-TZVPD basis", "homo_energy_ev": -10.37, "e_lumo_ev": 0.2751, "homo_lumo_gap_ev": 10.65, "charge": 0, "symbols": ["C", "N", "C", "C", "C", "O", "H", "H", "H", "H", "H", "H", "H", "H", "H", "H", "H", "O", "H", "H", "O", "H", "H", "O", "H", "H", "O", "H", "H", "O", "H", "H", "O", "H", "H", "O", "H", "H", "O", "H", "H", "O", "H", "H", "O", "H", "H", "O", "H", "H", "O", "H", "H", "O", "H", "H", "O", "H", "H", "O"], "xyz": [[-0.729, -0.363, 3.811], [-0.112, -2.460, 1.058], [-1.521, -2.106, 0.626], [-1.506, -0.885, -0.403], [-0.240, -3.922, 1.331], [-1.554, 0.050, 3.008], [-0.668, -0.155, 4.968], [-2.218, -2.932, 0.434], [-1.879, -1.742, 1.490], [-1.719, -0.066, 0.326], [-2.121, -1.069, -1.187], [-0.558, -0.446, -0.855], [-0.934, -4.233, 2.092], [0.615, -4.442, 1.560], [-0.492, -4.373, 0.378], [0.790, 2.184, 0.379], [-0.211, 2.645, -0.622], [-0.171, 2.093, 0.240], [-2.226, 3.631, 2.132], [-0.851, 3.847, 2.589], [-1.732, 3.719, 2.871], [3.560, -1.095, 3.486], [2.287, -0.960, 2.915], [3.210, -0.867, 2.654], [-2.939, 1.912, 0.946], [-2.872, 0.516, 1.523], [-3.331, 1.024, 0.801], [0.424, -2.391, 0.156], [0.139, -1.864, 2.797], [0.237, -1.136, 3.514], [-0.501, 3.998, -2.741], [0.756, 3.073, -2.415], [0.008, 3.565, -2.082], [2.886, 2.858, 3.143], [2.963, 2.763, 1.538], [2.477, 2.618, 2.356], [2.926, 2.559, -2.302], [2.637, 2.031, -3.683], [2.297, 2.649, -3.047], [2.782, 1.541, -0.086], [3.917, 2.193, -0.457], [3.172, 2.436, 0.001], [-3.103, 0.417, -1.378], [-4.532, 0.839, -1.843], [-3.715, 0.499, -2.127], [2.709, -1.856, 0.091], [2.421, -3.354, -0.190], [2.768, -2.562, -0.601], [-1.086, -0.312, -5.062], [-1.166, -1.416, -3.974], [-0.610, -1.016, -4.516], [-3.081, -1.979, -2.680], [-3.420, -0.656, -3.332], [-2.972, -1.546, -3.505], [1.982, 0.319, 1.144], [0.864, 0.139, 0.077], [1.924, 0.077, 0.245], [0.829, -1.269, -3.039], [1.775, -1.777, -2.140], [1.417, -0.941, -2.415]], "lowdin_charge": [-0.40, -0.10, -0.20, -0.04, -0.12, 0.04, 0.18, 0.12, 0.03, 0.04, -0.01, 0.08, 0.09, 0.04, 0.08, 0.01, 0.04, -0.09, -0.05, 0.02, 0.01, 0.02, 0.01, -0.02, 0.05, 0.03, -0.09, 0.09, 0.12, 0.05, 0.04, -0.01, -0.03, 0.00, -0.03, -0.04, 0.05, 0.06, -0.03, 0.03, 0.03, -0.02, 0.02, 0.04, -0.03, 0.03, 0.03, -0.06, 0.10, -0.10, -0.03, 0.01, 0.05, -0.08, -0.01, 0.11, -0.09, -0.04, 0.00, -0.03]}


Stability, lowest: *B*


*A*
{"formula": "C4H14NO2", "method": "the ωB97M-V functional and the def2-TZVPD basis", "homo_energy_ev": -14.01, "e_lumo_ev": -3.4475, "homo_lumo_gap_ev": 10.56, "charge": 1, "symbols": ["C", "C", "C", "C", "N", "H", "H", "H", "H", "H", "H", "H", "H", "H", "H", "H", "H", "O", "H", "H", "O"], "xyz": [[-2.412, 1.661, -1.476], [-1.501, 0.779, -0.372], [-1.163, -0.640, -1.004], [0.025, -1.191, -0.905], [0.710, -0.970, 0.446], [-1.663, 2.161, -2.088], [-2.879, 0.954, -2.191], [-2.964, 2.424, -0.978], [-0.520, 1.228, 0.047], [-2.111, 0.630, 0.560], [-2.141, -1.089, -1.288], [0.276, -2.208, -1.166], [1.259, -1.916, 0.691], [0.189, -0.705, 1.239], [1.490, -0.384, 0.294], [0.626, 2.454, 2.592], [1.267, 2.968, 1.346], [0.862, 2.150, 1.674], [3.911, -2.552, 1.479], [3.471, -3.323, 0.356], [3.267, -2.431, 0.745]], "lowdin_charge": [-0.04, -0.18, -0.08, -0.07, 0.18, 0.06, 0.07, 0.05, 0.08, 0.11, 0.14, 0.11, 0.18, 0.13, 0.12, 0.08, 0.05, -0.08, 0.08, 0.09, -0.08]}


*B*
{"formula": "C4H14NO2", "method": "the ωB97M-V functional and the def2-TZVPD basis", "homo_energy_ev": -14.95, "e_lumo_ev": -2.7664, "homo_lumo_gap_ev": 12.18, "charge": 1, "symbols": ["O", "C", "C", "N", "C", "C", "H", "H", "H", "H", "H", "H", "H", "H", "H", "H", "H", "H", "H", "H", "O"], "xyz": [[1.396, 1.664, -0.210], [1.496, 0.560, 0.684], [0.119, -0.065, 0.837], [-0.416, -0.447, -0.502], [-1.862, -0.813, -0.471], [0.174, -1.280, 1.780], [2.017, 2.362, 0.038], [1.851, 0.842, 1.675], [2.177, -0.178, 0.260], [-0.538, 0.664, 1.291], [-0.322, 0.347, -1.164], [0.107, -1.240, -0.865], [-2.077, -1.435, -1.330], [-2.474, 0.086, -0.481], [-2.042, -1.426, 0.410], [0.831, -1.017, 2.609], [-0.757, -1.458, 2.305], [0.589, -2.136, 1.273], [0.125, 2.135, -2.118], [-0.015, 1.401, -3.456], [-0.379, 1.434, -2.565]], "lowdin_charge": [-0.05, -0.19, -0.31, 0.03, 0.02, -0.02, 0.12, 0.14, 0.14, 0.16, 0.10, 0.18, 0.11, 0.12, 0.09, 0.10, 0.09, 0.09, 0.06, 0.08, -0.04]}


*C*
{"formula": "C4H14NO2", "method": "the ωB97M-V functional and the def2-TZVPD basis", "homo_energy_ev": -13.77, "e_lumo_ev": -3.4942, "homo_lumo_gap_ev": 10.28, "charge": 1, "symbols": ["C", "C", "C", "C", "O", "N", "H", "H", "H", "H", "H", "H", "H", "H", "H", "H", "H", "H", "H", "H", "O"], "xyz": [[0.629, -0.183, 1.266], [1.134, -0.198, -0.181], [0.087, -0.681, -1.158], [-0.617, -2.007, -0.898], [0.352, -2.910, -0.366], [-0.231, 1.063, 1.557], [0.091, -1.063, 1.482], [1.490, -0.045, 1.938], [2.007, -0.809, -0.196], [1.463, 0.794, -0.464], [-0.845, -0.017, -1.185], [0.633, -0.356, -2.043], [-1.212, -2.176, -1.819], [-1.373, -1.854, -0.155], [1.065, -3.037, -1.039], [-0.942, 1.224, 0.820], [-0.671, 1.063, 2.435], [0.334, 1.941, 1.460], [-0.828, 3.808, -0.762], [-1.700, 2.474, -0.523], [-0.865, 2.971, -0.167]], "lowdin_charge": [-0.10, -0.19, -0.20, -0.25, -0.06, 0.19, 0.11, 0.14, 0.12, 0.12, 0.12, 0.12, 0.13, 0.10, 0.12, 0.12, 0.14, 0.17, 0.12, 0.11, -0.13]}


Stability, lowest: *A*


*A*
{"formula": "C4H14NO2", "method": "the ωB97M-V functional and the def2-TZVPD basis", "homo_energy_ev": -13.81, "e_lumo_ev": -2.9675, "homo_lumo_gap_ev": 10.84, "charge": 1, "symbols": ["C", "C", "C", "C", "N", "H", "H", "H", "H", "H", "H", "H", "H", "H", "H", "H", "H", "O", "H", "H", "O"], "xyz": [[-0.666, -1.947, -0.177], [0.244, -1.177, 0.870], [0.970, -0.017, 0.272], [2.245, -0.056, -0.089], [0.067, 1.151, -0.145], [-0.875, -2.855, 0.312], [-0.042, -2.138, -1.056], [-1.550, -1.255, -0.325], [1.024, -1.860, 1.211], [-0.513, -0.913, 1.639], [2.920, -0.864, 0.202], [2.665, 0.577, -0.953], [0.636, 2.112, -0.178], [-0.311, 0.866, -1.123], [-0.600, 1.256, 0.622], [-1.566, 2.190, 2.535], [-1.570, 0.709, 2.882], [-1.366, 1.310, 2.226], [-0.827, 0.858, -3.504], [-0.326, -0.562, -2.967], [-0.670, 0.316, -2.668]], "lowdin_charge": [-0.06, -0.20, -0.32, 0.08, 0.19, 0.06, 0.07, 0.10, 0.12, 0.10, 0.08, 0.11, 0.23, 0.11, 0.08, 0.08, 0.03, 0.00, 0.12, 0.09, -0.07]}


*B*
{"formula": "C4H14NO2", "method": "the ωB97M-V functional and the def2-TZVPD basis", "homo_energy_ev": -15.39, "e_lumo_ev": -4.0597, "homo_lumo_gap_ev": 11.33, "charge": 1, "symbols": ["C", "C", "C", "C", "N", "H", "H", "H", "H", "H", "H", "H", "H", "H", "H", "H", "H", "O", "H", "H", "O"], "xyz": [[0.043, -2.456, 1.064], [-0.069, -1.581, -0.195], [-1.065, -0.417, -0.075], [-0.749, 2.006, -0.090], [-0.355, 0.841, 0.183], [1.060, -2.747, 1.300], [-0.535, -3.364, 0.971], [-0.286, -1.880, 1.929], [-0.274, -2.159, -1.095], [0.914, -1.142, -0.409], [-1.726, -0.582, 0.776], [-1.685, -0.284, -0.965], [-1.728, 2.270, -0.481], [-0.068, 2.823, 0.089], [0.591, 0.747, 0.575], [1.585, 1.600, 2.564], [2.881, 1.473, 1.770], [1.927, 1.295, 1.706], [-0.895, 1.212, -3.427], [0.563, 0.935, -3.333], [-0.129, 1.409, -2.855]], "lowdin_charge": [-0.08, -0.21, -0.14, 0.15, 0.04, 0.08, 0.08, 0.07, 0.11, 0.11, 0.13, 0.13, 0.13, 0.12, 0.11, 0.08, 0.08, -0.05, 0.06, 0.06, -0.06]}


*C*
{"formula": "C4H14NO2", "method": "the ωB97M-V functional and the def2-TZVPD basis", "homo_energy_ev": -13.76, "e_lumo_ev": -8.2433, "homo_lumo_gap_ev": 5.52, "charge": 1, "symbols": ["C", "C", "C", "C", "O", "N", "H", "H", "H", "H", "H", "H", "H", "H", "H", "H", "H", "H", "H", "H", "O"], "xyz": [[0.198, -1.146, -1.087], [-0.153, 0.382, -0.857], [-1.707, 0.253, -0.563], [-2.043, -0.253, 0.759], [-2.127, 1.608, -0.785], [0.666, 1.082, 0.130], [-0.384, -1.618, -0.261], [1.263, -1.369, -0.870], [-0.141, -1.499, -2.062], [-0.116, 0.949, -1.801], [-2.228, -0.335, -1.355], [-2.682, -1.098, 0.990], [-1.951, 0.538, 1.489], [0.223, -1.739, 2.987], [-2.952, 1.780, -0.307], [1.580, 0.645, -0.036], [0.148, -1.669, 2.235], [0.311, 0.824, 1.042], [4.312, 1.118, -0.583], [4.028, 0.920, 0.905], [3.755, 0.627, 0.030]], "lowdin_charge": [-0.02, -0.33, -0.37, 0.37, 0.05, 0.10, 0.06, 0.10, 0.09, 0.15, 0.19, 0.13, 0.12, 0.06, 0.12, 0.06, 0.01, 0.06, 0.05, 0.05, -0.05]}


Stability, lowest: *C*